Computed, not measured: C20H39BrN3Si4TeW as an isolated structure, with wB97M-V/def2-TZVPD.

Computed properties:
- total charge = +3
- calculated total energy (a.u.) = -5016.01198
- E_HOMO (alpha / beta) (eV) = -16.17 / -16.17
- lowest unoccupied orbital energy (alpha / beta) (eV) = -10.7495 / -10.7473

Element x y z (Å)
W: 0.504 2.531 0.892
Te: -0.484 0.449 0.141
Br: -1.348 4.035 1.010
Si: -1.409 -1.722 -1.033
Si: -0.544 -1.634 -3.249
Si: -3.704 -1.101 -0.776
Si: -0.617 -3.426 0.436
N: 1.563 3.132 6.896
N: 1.029 2.463 2.863
N: 2.425 2.611 0.150
C: 1.306 -1.460 -3.149
C: 1.181 -3.705 0.055
C: 2.105 3.182 3.335
C: -0.875 -2.922 2.205
C: 2.061 4.236 -1.561
C: 2.322 3.419 4.646
C: -1.336 -0.211 -4.138
C: 4.251 3.182 -1.177
C: 1.637 3.454 -0.497
C: -4.469 -2.404 -1.857
C: 0.162 1.933 3.795
C: 0.309 2.130 5.122
C: -4.158 -1.260 1.021
C: 3.401 4.082 -1.865
C: -3.957 0.637 -1.394
C: -1.698 -4.835 -0.109
C: 1.402 2.908 5.612
C: -1.045 -3.306 -3.887
C: 5.691 3.028 -1.559
C: 3.720 2.430 -0.134
H: 2.794 3.559 2.593
H: -4.116 -2.303 1.344
H: 1.760 -2.779 0.104
H: 5.875 2.022 -1.940
H: -5.557 -2.388 -1.740
H: -1.927 -2.868 2.488
H: -2.123 -3.477 -3.873
H: -0.555 -4.110 -3.333
H: -4.254 -2.221 -2.912
H: -0.772 -0.029 -5.057
H: -1.329 0.715 -3.559
H: -0.717 -3.387 -4.929
H: 3.830 4.671 -2.668
H: 1.410 4.916 -2.089
H: -5.003 0.935 -1.286
H: -0.664 1.351 3.411
H: -4.133 -3.410 -1.596
H: 4.291 1.719 0.446
H: -0.407 1.692 5.805
H: 1.317 -4.134 -0.940
H: 3.189 3.990 4.949
H: -0.405 -1.962 2.434
H: -2.368 -0.425 -4.425
H: 1.603 -0.564 -2.594
H: -3.698 0.731 -2.450
H: 1.614 -4.405 0.774
H: -1.697 -4.983 -1.191
H: -2.730 -4.723 0.227
H: 1.736 -1.379 -4.151
H: -1.301 -5.752 0.341
H: -0.396 -3.674 2.839
H: 1.759 -2.326 -2.663
H: 0.917 2.774 7.585
H: -3.361 1.357 -0.825
H: 6.338 3.173 -0.693
H: 5.979 3.740 -2.328
H: -3.485 -0.675 1.655
H: 2.335 3.681 7.247
H: -5.175 -0.905 1.205

***

Computed, not measured: C20H39Cl3N3O3PbSi as an isolated structure, with wB97M-V/def2-TZVPD.

Computed properties:
- total charge = -1
- calculated total energy (a.u.) = -3038.61691
- E_HOMO (eV) = -3.17
- lowest unoccupied orbital energy (eV) = 2.5671

Element x y z (Å)
Pb: 0.305 -0.410 -0.038
Cl: 0.638 -7.367 -2.962
Cl: 2.712 0.397 0.534
Cl: 0.219 -2.917 -0.800
Si: 0.392 -7.419 -0.883
O: -2.489 -0.195 -0.192
O: -0.447 1.941 0.945
O: 0.035 0.775 -1.875
N: -2.809 0.144 -2.440
N: -0.233 -0.870 2.289
N: 0.113 4.147 1.152
C: 1.132 5.186 1.102
C: -3.256 1.049 -3.482
C: -2.805 0.526 -1.151
C: -2.335 -1.154 -2.878
C: 0.955 -9.106 -0.287
C: 0.577 1.324 -4.993
C: -1.431 -7.146 -0.572
C: 0.391 0.809 -6.377
C: 1.490 -0.814 -3.978
C: 1.082 2.794 -2.540
C: 1.070 0.627 -3.955
C: 2.282 4.893 -2.649
C: 2.287 3.498 -2.633
C: -0.118 3.488 -2.384
C: 0.385 2.877 0.842
C: -0.117 4.886 -2.380
C: 1.470 -6.058 -0.214
C: -1.218 4.526 1.607
C: 1.077 5.595 -2.530
C: 1.112 1.266 -2.575
H: 2.521 -6.219 -0.485
H: 2.586 -0.931 -3.873
H: -1.673 5.242 0.911
H: -1.130 -1.354 2.339
H: 0.613 -0.261 -6.470
H: 0.356 -9.906 -0.742
H: -1.825 3.623 1.672
H: -1.062 5.417 -2.262
H: 1.414 2.692 0.496
H: -0.214 -0.003 2.831
H: 2.066 0.962 -2.110
H: -3.095 1.588 -1.027
H: 0.854 -9.181 0.804
H: -3.639 1.968 -3.023
H: -1.959 -1.732 -2.029
H: 1.193 -1.307 -4.912
H: 1.077 6.689 -2.551
H: 0.827 6.005 0.442
H: 1.163 -5.083 -0.622
H: -2.028 -7.942 -1.036
H: -1.640 -7.136 0.506
H: 0.549 -1.488 2.509
H: -1.042 2.920 -2.250
H: -0.650 0.970 -6.686
H: 1.025 -1.356 -3.134
H: 1.303 5.618 2.097
H: -2.426 1.301 -4.158
H: -1.530 -1.006 -3.613
H: 1.385 -5.996 0.879
H: -1.158 5.017 2.585
H: 3.213 2.916 -2.699
H: 1.014 1.357 -7.099
H: 2.073 4.768 0.726
H: -3.156 -1.690 -3.376
H: 3.226 5.431 -2.750
H: -1.747 -6.183 -0.996
H: -4.051 0.584 -4.079
H: 0.272 2.363 -4.837
H: 2.008 -9.281 -0.546